1.
A single C22H27N3O5 molecule, computed with ωB97M-V/def2-TZVPD.

## Properties
* electronic energy: -1395.0596 Eh
* structure (SMILES): COc1cc(OC)cc(C(=O)N[C@H](C(=O)Nc2ccc(NC(C)=O)cc2)C(C)C)c1
* energy above the lowest of the compared OMol25 structures with the same formula, charge and spin: 48.3 kcal per mole
* net charge: 0

Cartesian coordinates (Å):
C  6.9591  2.4863  3.9839
O  6.3579  1.4822  3.2023
C  5.0335  1.5842  2.9203
C  4.2100  2.6063  3.3640
C  2.8575  2.6256  3.0147
O  2.1543  3.6889  3.4941
C  0.7863  3.7882  3.1765
C  2.3228  1.6085  2.2390
C  3.1550  0.5775  1.8020
C  2.6197  -0.5188  0.9416
O  3.2415  -1.0097  0.0195
N  1.3872  -0.9507  1.3019
C  0.6114  -1.8581  0.4917
C  -0.6689  -1.1164  0.0888
O  -1.2072  -0.3465  0.8590
N  -1.1017  -1.4086  -1.1609
C  -2.2457  -0.9513  -1.8287
C  -3.1489  -0.0590  -1.2596
C  -4.2569  0.3463  -1.9753
C  -4.4922  -0.1236  -3.2659
N  -5.6337  0.3309  -3.9326
C  -6.0851  0.0155  -5.1829
C  -7.3722  0.7405  -5.5235
O  -5.5350  -0.7499  -5.9395
C  -3.5883  -1.0175  -3.8339
C  -2.4806  -1.4225  -3.1183
C  0.2618  -3.1407  1.2796
C  -0.5784  -4.0965  0.4364
C  1.5456  -3.8256  1.7397
C  4.4980  0.5684  2.1247
H  8.0070  2.2039  4.0705
H  6.8866  3.4668  3.5029
H  6.5141  2.5380  4.9828
H  4.5721  3.4172  3.9738
H  0.2184  2.9388  3.5691
H  0.4400  4.7035  3.6539
H  0.6283  3.8620  2.0960
H  1.2873  1.6265  1.9388
H  0.8668  -0.4652  2.0176
H  1.2281  -2.1094  -0.3777
H  -0.5360  -2.0503  -1.6998
H  -2.9796  0.3118  -0.2632
H  -4.9518  1.0406  -1.5237
H  -6.1924  0.9840  -3.4004
H  -7.6857  0.4568  -6.5236
H  -8.1537  0.4736  -4.8149
H  -7.2182  1.8171  -5.4892
H  -3.7592  -1.3883  -4.8301
H  -1.7850  -2.1161  -3.5690
H  -0.3192  -2.8395  2.1585
H  -0.7757  -5.0056  0.9996
H  -0.0467  -4.3729  -0.4723
H  -1.5347  -3.6542  0.1670
H  2.1437  -3.1540  2.3499
H  1.3109  -4.7104  2.3263
H  2.1418  -4.1249  0.8808
H  5.1380  -0.2209  1.7666

Forces on the atoms, in the same order (eV/Å):
0.1 0.2 0.1
-0.2 -0.2 -0.2
-0.3 0.0 -0.1
0.1 0.1 0.1
0.1 -0.1 0.0
0.4 -0.1 0.0
-0.2 0.0 -0.1
-0.2 0.2 0.1
0.5 0.3 0.1
-0.1 -0.1 0.1
0.3 -0.1 -0.2
-0.4 0.0 0.1
-0.1 0.0 0.2
0.5 -0.2 -0.2
-0.2 0.1 0.2
0.2 -0.2 -0.2
-0.4 0.1 -0.1
0.1 0.0 0.1
0.0 -0.1 -0.3
0.3 -0.2 0.2
-0.2 0.3 0.3
-0.4 0.3 0.1
0.1 -0.1 -0.2
0.2 -0.2 -0.2
-0.1 0.0 -0.1
0.0 0.1 0.3
0.2 -0.1 -0.2
0.0 0.2 0.3
-0.2 0.2 0.0
-0.1 -0.1 -0.1
-0.1 0.1 0.0
0.0 0.0 0.0
0.0 0.0 0.0
0.1 0.1 0.1
0.0 0.0 0.0
0.0 -0.1 -0.1
0.0 0.0 0.0
-0.1 0.0 0.0
0.1 0.0 0.0
-0.1 0.0 0.1
0.0 0.1 0.2
0.0 0.0 0.0
-0.1 0.1 0.1
0.0 -0.1 -0.2
0.0 0.0 0.0
-0.1 0.0 0.1
0.0 0.1 0.0
0.0 0.0 0.0
0.1 -0.1 -0.1
0.0 0.0 0.0
0.0 -0.1 0.0
0.1 -0.1 -0.2
-0.1 -0.1 -0.1
0.1 0.0 0.1
0.0 -0.1 0.1
0.1 -0.1 -0.1
0.1 -0.1 -0.1

=====

2.
A single C22H27N3O5S molecule in a non-equilibrium geometry, computed with ωB97M-V/def2-TZVPD.

## Properties
* electronic energy: -1793.2312 Eh
* structure (SMILES): Cc1ccc(S(=O)(=O)N2CCO[C@H]2CNC(=O)C(=O)NCCCc2ccccc2)cc1
* energy above the lowest of the compared OMol25 structures with the same formula, charge and spin: 22.2 kcal per mole
* net charge: 0

Cartesian coordinates (Å):
C  0.5470  4.8448  -0.5583
C  -0.3741  3.6867  -0.3225
C  -1.1688  3.2084  -1.3614
C  -2.0685  2.1815  -1.1457
C  -2.1699  1.6259  0.1151
S  -3.3447  0.3138  0.3929
O  -3.4884  0.0999  1.8030
O  -4.5147  0.5625  -0.4006
N  -2.4871  -0.9887  -0.2432
C  -2.8228  -1.4373  -1.5796
C  -3.2808  -2.8996  -1.3780
O  -3.1711  -3.1504  0.0137
C  -2.3277  -2.1714  0.5602
C  -0.8426  -2.6125  0.5230
N  0.0281  -1.5261  0.8684
C  0.5490  -0.6946  -0.0398
O  0.4587  -0.7984  -1.2518
C  1.3907  0.4022  0.6122
O  1.4137  0.5656  1.8199
N  2.0714  1.1044  -0.2951
C  3.0842  2.0806  0.0142
C  4.4477  1.6953  -0.5617
C  5.0927  0.5032  0.1545
C  4.2999  -0.7699  0.0319
C  4.0746  -1.3473  -1.2125
C  3.3417  -2.5138  -1.3294
C  2.8302  -3.1279  -0.1994
C  3.0593  -2.5690  1.0454
C  3.7888  -1.3987  1.1594
C  -1.3778  2.0687  1.1545
C  -0.4821  3.1011  0.9334
H  1.2517  4.9584  0.2611
H  -0.0338  5.7640  -0.6358
H  1.0938  4.7230  -1.4913
H  -1.0882  3.6553  -2.3416
H  -2.7081  1.8178  -1.9334
H  -3.6179  -0.8032  -1.9713
H  -1.9359  -1.3689  -2.2154
H  -2.6487  -3.5977  -1.9396
H  -4.3249  -3.0548  -1.6565
H  -2.6396  -1.9615  1.5882
H  -0.5901  -2.9135  -0.4964
H  -0.6958  -3.4511  1.2053
H  0.1268  -1.2379  1.8343
H  1.9414  0.8126  -1.2566
H  3.1280  2.1499  1.1037
H  2.7818  3.0513  -0.3920
H  5.1120  2.5572  -0.4737
H  4.3304  1.4710  -1.6238
H  6.0868  0.3451  -0.2737
H  5.2185  0.7496  1.2103
H  4.4812  -0.8822  -2.0998
H  3.1706  -2.9455  -2.3043
H  2.2594  -4.0403  -0.2889
H  2.6692  -3.0450  1.9332
H  3.9553  -0.9657  2.1349
H  -1.4824  1.6117  2.1250
H  0.1347  3.4522  1.7466

Forces on the atoms, in the same order (eV/Å):
-0.1 0.0 0.0
0.0 0.0 0.1
-0.1 -0.1 0.1
0.0 0.1 -0.2
-0.4 -0.3 0.2
0.4 -0.1 -0.2
0.3 0.0 0.0
0.2 0.0 -0.2
-0.6 0.7 0.5
0.0 0.1 -0.6
0.0 0.0 -0.3
0.0 -0.1 0.2
0.5 -0.1 0.8
-0.4 0.0 -0.3
-0.2 0.1 0.5
0.0 -0.2 -0.1
-0.1 0.0 -0.1
0.1 0.3 -0.2
0.0 0.0 0.3
-0.2 0.0 -0.3
0.2 0.2 0.0
-0.1 0.0 0.3
0.0 0.1 -0.2
0.2 -0.1 0.1
0.1 0.0 0.0
0.0 0.0 -0.1
0.0 -0.1 0.1
0.0 -0.1 0.0
0.1 0.0 0.0
-0.1 -0.1 0.2
-0.1 0.0 -0.2
0.1 0.0 0.0
0.0 0.1 0.0
0.1 0.0 -0.1
0.0 0.0 -0.1
-0.1 0.0 -0.2
0.1 -0.2 -0.1
-0.1 0.0 0.0
-0.1 0.1 0.0
0.1 0.0 0.0
0.1 -0.1 -0.2
0.0 -0.1 0.1
0.0 0.0 -0.1
0.1 0.0 -0.1
-0.1 -0.1 0.1
0.0 0.1 -0.1
0.0 0.0 0.1
0.0 0.0 -0.1
0.1 0.1 -0.1
0.0 0.0 0.1
0.1 0.0 0.0
0.0 0.1 -0.1
0.0 0.0 -0.1
-0.1 -0.1 0.0
0.0 0.0 0.1
0.0 0.1 0.1
0.1 0.0 0.2
0.1 0.0 0.1

=====

3.
A 2-piece molecular cluster, C22H27N4 overall in a non-equilibrium geometry, computed with ωB97M-V/def2-TZVPD.

## Properties
* electronic energy: -1073.2361 Eh
* energy above the lowest of the compared OMol25 structures with the same formula, charge and spin: 66.1 kcal per mole
* net charge: +1

Cartesian coordinates (Å):
C  5.0315  1.6657  2.3662
N  3.7063  1.0904  2.2785
C  2.5954  1.7336  1.8285
C  1.4625  0.9040  2.0109
C  0.1249  1.2529  1.7773
C  -0.9612  0.3586  1.8345
C  -1.0751  -0.9785  1.3869
N  -2.3107  -1.4649  1.6981
C  -2.7789  -2.8060  1.4285
C  -3.0515  -0.4784  2.3618
C  -2.2413  0.6752  2.4621
C  -2.6754  1.7671  3.2031
C  -3.9482  1.7052  3.7980
C  -4.7415  0.5487  3.6956
C  -4.2973  -0.5691  2.9661
C  1.9599  -0.3179  2.6473
C  3.3641  -0.1764  2.7545
C  4.1828  -1.0970  3.3921
C  3.5688  -2.2391  3.9357
C  2.1741  -2.3895  3.8848
C  1.3682  -1.3995  3.2875
H  5.7258  0.8959  2.7063
H  5.3640  2.0250  1.3866
H  5.0438  2.5106  3.0682
H  2.6242  2.7587  1.4803
H  -0.0890  2.3216  1.7624
H  -0.3114  -1.5805  0.9059
H  -3.8184  -2.8742  1.7499
H  -2.7280  -3.0245  0.3574
H  -2.1709  -3.5568  1.9482
H  -2.0230  2.6391  3.2972
H  -4.3115  2.5629  4.3688
H  -5.7210  0.5399  4.1753
H  -4.8809  -1.4826  2.8880
H  5.2536  -0.9066  3.4572
H  4.1868  -3.0110  4.3940
H  1.7203  -3.2880  4.3168
H  0.2864  -1.4846  3.3101
C  -1.6296  2.2558  -0.8380
N  -0.2365  1.8867  -1.0218
N  0.7417  2.8160  -1.0276
C  1.8089  2.7321  -2.0053
C  0.4865  4.1413  -0.5130
H  -2.0865  2.6148  -1.7728
H  -2.1795  1.3730  -0.4997
H  -1.7335  3.0303  -0.0691
H  -0.0507  1.1137  -1.6633
H  2.7065  3.1422  -1.5198
H  2.0012  1.7005  -2.3299
H  1.5977  3.3632  -2.8908
H  1.4626  4.5096  -0.1590
H  0.1202  4.8271  -1.3006
H  -0.2285  4.1268  0.3167

Forces on the atoms, in the same order (eV/Å):
0.4 0.4 -0.1
-1.1 0.7 -0.8
0.3 -0.8 0.9
0.0 -0.1 -0.2
0.7 -0.1 0.0
-0.8 -0.6 0.1
-0.5 0.8 0.8
0.9 0.7 -0.3
0.0 -0.4 -0.3
0.5 0.2 0.2
0.0 -0.5 -0.3
-0.7 0.2 0.1
0.7 0.1 -0.2
0.2 -0.3 -0.5
-0.3 0.5 0.4
0.7 0.0 0.1
-0.6 0.1 0.4
-0.2 -0.5 0.1
0.2 0.5 -0.4
-0.1 0.5 -0.2
0.2 -0.9 0.2
-0.1 0.3 -0.1
-0.1 -0.1 0.2
0.0 -0.3 -0.1
0.1 -0.2 -0.1
-0.1 -0.2 -0.2
-0.3 0.0 -0.1
0.2 -0.1 -0.1
-0.1 0.1 0.1
-0.2 0.2 0.0
-0.4 -0.2 0.1
0.1 -0.3 -0.2
0.3 -0.1 -0.1
-0.1 0.3 0.1
-0.3 -0.3 0.1
-0.2 0.2 -0.1
0.1 0.5 -0.1
0.2 -0.1 0.1
0.0 0.0 -0.9
-2.0 -2.7 0.9
2.9 1.8 0.6
-0.5 0.6 0.0
0.4 -0.3 -0.4
-0.2 0.1 0.2
0.1 0.1 0.0
0.0 -0.3 -0.2
-0.3 0.6 0.3
-0.1 -0.2 -0.3
-0.1 0.3 0.2
0.1 -0.3 -0.1
-0.4 0.2 0.0
-0.1 0.1 0.3
0.4 0.1 -0.2

=====

In the order shown, the computed E_LUMO values come out to 0.63; 0.60; -4.17 eV.
In the order shown, the computed orbital gap values come out to 8.8; 9.5; 5.0 eV.
In the order shown, the computed highest occupied orbital energy values come out to -8.158; -8.945; -9.160 eV.